115
Properties=species:S:1:pos:R:3:lowdin_charge:R:1 method="wB97M-V/def2-TZVPD" lumo_energy_ev="0.38 / 0.21" de_lowest_kcal_mol=4.8 total_charge=0
Cd 0.250 -0.007 0.419 1.146
C -3.690 3.611 -0.306 -0.087
O -3.536 2.678 -1.364 -0.034
C -2.623 1.751 -0.898 -0.331
N -2.658 1.623 0.435 -0.046
C -3.363 2.814 0.971 -0.237
C -4.585 2.618 1.843 -0.194
C -4.892 3.658 2.720 -0.044
C -5.995 3.594 3.550 -0.081
C -6.814 2.472 3.527 -0.089
C -6.522 1.436 2.658 -0.072
C -5.422 1.513 1.813 -0.034
C -1.904 1.093 -1.920 -0.204
C -2.448 1.193 -3.242 -0.009
C -1.757 0.725 -4.311 -0.057
C -0.458 0.214 -4.101 -0.014
C -0.003 0.110 -2.809 -0.217
N -0.706 0.444 -1.705 0.074
C 1.403 -0.299 -2.620 -0.326
N 1.944 -0.680 -1.540 0.088
C 3.380 -0.841 -1.792 -0.245
C 3.520 -0.508 -3.296 -0.058
O 2.188 -0.171 -3.714 0.005
C 3.893 -2.221 -1.465 -0.203
C 5.178 -2.379 -0.962 -0.041
C 5.686 -3.645 -0.711 -0.087
C 4.906 -4.764 -0.956 -0.094
C 3.620 -4.612 -1.457 -0.078
C 3.117 -3.346 -1.717 -0.049
H -4.706 4.003 -0.327 0.134
H -2.972 4.423 -0.460 0.131
H -2.660 3.397 1.571 0.126
H -4.230 4.515 2.773 0.120
H -6.206 4.409 4.228 0.103
H -7.668 2.406 4.188 0.100
H -7.145 0.551 2.638 0.107
H -5.203 0.679 1.170 0.087
H -3.420 1.642 -3.369 0.115
H -2.177 0.782 -5.306 0.106
H 0.180 -0.074 -4.919 0.110
H 3.918 -0.108 -1.180 0.122
H 3.857 -1.363 -3.884 0.131
H 4.161 0.352 -3.490 0.123
H 5.783 -1.503 -0.757 0.115
H 6.688 -3.756 -0.320 0.102
H 5.298 -5.753 -0.757 0.100
H 3.006 -5.481 -1.650 0.103
H 2.107 -3.228 -2.083 0.104
F -2.405 -4.346 5.935 0.118
C -2.332 -3.409 4.982 -0.137
C -3.451 -3.064 4.246 -0.131
F -4.622 -3.658 4.499 0.120
C -3.343 -2.095 3.262 -0.241
F -4.497 -1.771 2.643 0.082
C -2.156 -1.457 2.931 -0.301
P -2.117 -0.054 1.547 0.987
C -3.139 -1.121 0.368 -0.311
C -2.747 -2.463 0.309 -0.177
C -3.244 -3.332 -0.645 -0.074
C -4.168 -2.897 -1.581 -0.083
C -4.568 -1.574 -1.545 -0.070
C -4.052 -0.702 -0.596 -0.109
C -2.274 1.089 2.997 -0.381
C -1.252 2.022 3.134 -0.167
C -1.178 2.831 4.258 -0.078
C -2.126 2.713 5.262 -0.080
C -3.149 1.785 5.132 -0.068
C -3.224 0.981 4.007 -0.087
C -1.077 -1.761 3.758 -0.560
Br 0.523 -0.748 3.762 0.847
C -1.149 -2.732 4.747 -0.266
F -0.090 -3.030 5.516 0.058
H -2.012 -2.851 1.000 0.012
H -2.898 -4.358 -0.651 0.105
H -4.562 -3.574 -2.325 0.101
H -5.282 -1.197 -2.266 0.106
H -4.405 0.313 -0.633 0.085
H -0.497 2.118 2.360 0.071
H -0.367 3.541 4.349 0.105
H -2.067 3.337 6.144 0.101
H -3.901 1.692 5.903 0.107
H -4.040 0.276 3.919 0.106
C 1.320 -5.422 2.016 -0.027
N 2.139 -4.232 2.040 -0.116
C 3.363 -4.111 2.669 -0.046
C 3.801 -2.855 2.452 -0.069
N 2.846 -2.231 1.684 0.057
C 1.819 -3.064 1.436 -0.780
S 0.389 -2.754 0.589 0.635
H 1.474 -5.976 2.941 0.095
H 1.580 -6.048 1.162 0.093
H 0.277 -5.124 1.935 0.065
H 3.804 -4.928 3.208 0.122
H 4.692 -2.351 2.769 0.121
H 2.873 -1.251 1.416 0.040
C 1.863 1.454 0.767 -0.640
H 2.417 1.434 -0.169 -0.049
H 1.488 2.467 0.919 -0.030
C 7.654 2.508 3.455 -0.054
C 6.749 2.342 2.292 -0.303
C 7.000 2.680 0.988 -0.019
C 6.036 2.510 -0.001 -0.328
N 4.777 2.015 0.331 0.090
C 4.547 1.717 1.553 -0.632
S 2.989 1.043 2.078 0.781
N 5.480 1.799 2.561 0.060
C 6.236 2.860 -1.433 -0.061
H 8.639 2.832 3.125 0.078
H 7.776 1.571 4.006 0.078
H 7.275 3.252 4.162 0.081
H 7.969 3.088 0.737 0.114
H 5.168 1.710 3.515 0.121
H 7.258 3.188 -1.620 0.071
H 5.559 3.659 -1.745 0.077
H 6.029 2.004 -2.081 0.061